{"formula": "C16H20BaIN3O8P2", "method": "ωB97M-V/def2-TZVPD", "homo_lumo_gap_ev": 7.49, "de_lowest_ev": 0.000, "lumo_energy_ev": -0.066, "energy_ha": -2394.16924, "homo_energy_ev": -7.56, "symbols": ["Ba", "C", "C", "N", "C", "C", "C", "O", "C", "C", "N", "C", "C", "C", "C", "C", "C", "I", "C", "O", "H", "H", "H", "H", "H", "H", "H", "H", "H", "H", "H", "H", "N", "C", "C", "P", "O", "O", "O", "P", "O", "O", "O", "H", "H", "H", "H", "H", "H", "H", "H"], "positions_angstrom": [[-0.854, 2.105, 0.583], [-0.628, -0.353, 4.359], [0.345, -0.780, 3.305], [0.582, -2.067, 3.151], [1.410, -2.474, 2.168], [2.039, -1.604, 1.314], [2.831, -2.134, 0.147], [2.321, -1.668, -1.099], [1.785, -0.226, 1.446], [2.393, 0.667, 0.467], [1.840, 1.698, -0.045], [2.517, 2.348, -1.098], [3.109, 1.616, -2.131], [3.726, 2.260, -3.190], [3.754, 3.646, -3.247], [3.152, 4.388, -2.242], [2.532, 3.740, -1.186], [1.633, 4.892, 0.315], [0.888, 0.226, 2.437], [0.491, 1.452, 2.546], [-0.885, -1.203, 4.986], [-1.539, 0.041, 3.899], [-0.211, 0.452, 4.965], [1.533, -3.546, 2.062], [2.835, -3.228, 0.183], [3.872, -1.805, 0.183], [1.358, -1.773, -1.093], [3.393, 0.384, 0.127], [3.045, 0.534, -2.095], [4.176, 1.674, -3.980], [4.231, 4.156, -4.073], [3.160, 5.468, -2.281], [-3.169, -1.231, -2.227], [-3.272, -1.081, -0.720], [-4.316, -2.050, -0.188], [-3.617, 0.708, -0.429], [-5.211, 0.806, -0.650], [-2.910, 1.410, -1.551], [-3.256, 1.088, 0.974], [-1.541, -1.580, -0.213], [-1.844, -2.092, 1.263], [-1.221, -2.667, -1.191], [-0.666, -0.358, -0.237], [-4.069, -1.427, -2.660], [-2.478, -2.001, -2.370], [-2.806, -0.334, -2.587], [-5.291, -1.860, -0.642], [-4.408, -1.922, 0.889], [-4.015, -3.083, -0.372], [-5.680, 0.952, 0.179], [-1.068, -2.164, 1.849]]}



{"formula": "C14H34B3NO9P", "method": "ωB97M-V/def2-TZVPD", "homo_lumo_gap_ev": 9.32, "total_charge": 1, "lumo_energy_ev": -2.444, "energy_ha": -1701.77328, "homo_energy_ev": -11.76, "symbols": ["C", "B", "O", "B", "C", "C", "C", "C", "O", "C", "O", "O", "B", "P", "O", "O", "O", "O", "H", "H", "H", "H", "H", "H", "H", "H", "H", "H", "H", "H", "H", "H", "C", "C", "N", "C", "C", "C", "C", "C", "O", "C", "H", "H", "H", "H", "H", "H", "H", "H", "H", "H", "H", "H", "H", "H", "H", "H", "H", "H", "H", "H"], "positions_angstrom": [[5.763, 1.898, 0.291], [5.094, 2.937, -0.652], [4.926, 2.648, -2.002], [3.862, 3.299, -2.605], [2.768, 2.513, -3.384], [1.800, 1.781, -2.447], [0.914, 2.734, -1.643], [-0.255, 2.001, -1.023], [-1.005, 2.944, -0.226], [-2.074, 2.335, 0.312], [-3.209, 2.636, 0.087], [3.774, 4.678, -2.348], [3.784, 4.884, -0.982], [2.449, 6.084, -0.222], [1.837, 5.545, 0.997], [1.358, 6.263, -1.379], [3.104, 7.538, -0.027], [4.637, 4.171, -0.185], [5.366, 1.936, 1.303], [6.845, 2.037, 0.315], [5.575, 0.902, -0.112], [2.235, 3.155, -4.084], [3.290, 1.759, -3.981], [1.155, 1.138, -3.052], [2.355, 1.121, -1.776], [1.459, 3.191, -0.812], [0.538, 3.524, -2.294], [-0.907, 1.555, -1.775], [0.133, 1.245, -0.329], [-1.801, 1.498, 0.975], [1.741, 6.545, -2.219], [3.907, 7.646, -0.552], [-3.881, -1.701, 0.523], [-3.544, -2.752, 1.562], [-3.163, -4.116, 1.021], [-4.382, -4.701, 0.367], [-2.853, -5.050, 2.174], [-1.623, -4.767, 3.018], [-2.096, -4.093, -0.048], [-0.745, -3.459, 0.235], [-0.858, -2.083, 0.490], [-0.107, -1.565, 1.581], [-4.753, -1.965, -0.074], [-4.125, -0.779, 1.050], [-3.047, -1.482, -0.137], [-4.414, -2.935, 2.194], [-2.735, -2.423, 2.206], [-5.183, -4.743, 1.099], [-4.142, -5.702, 0.018], [-4.672, -4.081, -0.474], [-2.786, -6.047, 1.741], [-3.745, -5.016, 2.798], [-0.713, -5.137, 2.556], [-1.734, -5.317, 3.952], [-1.499, -3.718, 3.275], [-2.551, -3.579, -0.893], [-1.940, -5.135, -0.331], [-0.176, -3.608, -0.691], [-0.186, -3.969, 1.017], [0.765, -2.174, 1.824], [-0.744, -1.479, 2.468], [0.216, -0.562, 1.312]]}



{"formula": "C22H42Cl2MnN5O4SSi4Te", "method": "ωB97M-V/def2-TZVPD", "spin_multiplicity": 6, "homo_lumo_gap_ev": [6.78, 6.81], "total_charge": -1, "de_lowest_ev": 0.760, "lumo_energy_ev": [2.320, 2.283], "s2": 8.75, "energy_ha": -5334.13783, "homo_energy_ev": [-4.46, -4.53], "symbols": ["Mn", "Cl", "C", "C", "C", "Cl", "C", "O", "C", "C", "O", "C", "H", "H", "H", "C", "C", "N", "N", "C", "S", "N", "N", "H", "H", "H", "H", "H", "H", "N", "C", "C", "C", "O", "O", "H", "H", "H", "H", "H", "H", "C", "Si", "C", "C", "Si", "Te", "Si", "C", "C", "C", "Si", "C", "C", "C", "H", "H", "H", "H", "H", "H", "H", "H", "H", "H", "H", "H", "H", "H", "H", "H", "H", "H", "H", "H", "H", "H", "H", "H", "H", "H", "H"], "positions_angstrom": [[0.654, -0.788, 1.368], [5.219, -3.677, -3.767], [4.240, -3.274, -2.386], [3.747, -4.306, -1.583], [2.967, -4.016, -0.496], [2.383, -5.306, 0.502], [2.596, -2.678, -0.132], [1.823, -2.473, 0.864], [3.163, -1.666, -0.955], [3.022, -0.267, -0.627], [2.429, 0.191, 0.327], [3.963, -1.974, -2.069], [3.981, -5.335, -1.822], [3.533, 0.423, -1.315], [4.357, -1.165, -2.671], [4.144, -4.043, 4.161], [2.811, -4.659, 3.988], [2.567, -5.928, 3.996], [1.229, -6.007, 3.741], [0.630, -4.815, 3.565], [-0.973, -4.529, 3.247], [1.672, -3.938, 3.730], [1.568, -2.564, 3.615], [4.856, -4.825, 4.413], [4.138, -3.289, 4.949], [4.460, -3.559, 3.235], [0.772, -6.891, 3.631], [2.260, -2.220, 2.962], [1.661, -2.118, 4.517], [-1.194, -1.054, 2.728], [-1.543, 0.016, 3.656], [-0.381, 0.337, 4.589], [0.811, 1.004, 3.879], [1.156, 2.127, 4.224], [1.359, 0.303, 2.948], [-1.932, -1.234, 2.056], [-1.026, -1.933, 3.214], [-2.417, -0.250, 4.266], [-1.819, 0.900, 3.076], [-0.055, -0.600, 5.053], [-0.720, 1.000, 5.385], [-4.537, 3.253, -2.530], [-3.863, 1.733, -1.621], [-4.494, 1.794, 0.160], [-4.587, 0.197, -2.445], [-1.511, 1.604, -1.648], [-1.052, -0.680, -0.776], [-0.741, 1.556, -3.868], [-1.471, 0.061, -4.761], [-1.178, 3.092, -4.888], [1.142, 1.369, -3.871], [-0.542, 3.411, -0.468], [-1.098, 3.435, 1.336], [-1.127, 5.022, -1.283], [1.335, 3.388, -0.504], [-5.630, 3.252, -2.486], [-4.247, 3.256, -3.582], [-4.187, 4.185, -2.084], [-5.575, 1.634, 0.182], [-4.291, 2.760, 0.624], [-4.021, 1.017, 0.762], [-5.664, 0.146, -2.268], [-4.126, -0.707, -2.047], [-4.425, 0.210, -3.523], [-2.547, 0.167, -4.903], [-1.293, -0.856, -4.198], [-1.010, -0.041, -5.748], [-2.258, 3.224, -4.977], [-0.773, 2.988, -5.898], [-0.767, 4.005, -4.458], [1.437, 0.598, -3.159], [1.640, 2.302, -3.601], [1.492, 1.070, -4.863], [-2.123, 3.094, 1.473], [-1.022, 4.453, 1.728], [-0.432, 2.821, 1.948], [-2.208, 5.144, -1.195], [-0.873, 5.068, -2.343], [-0.655, 5.875, -0.788], [1.724, 2.505, -0.004], [1.718, 4.262, 0.032], [1.731, 3.412, -1.521]]}



{"formula": "C19H26BIN2O8", "method": "ωB97M-V/def2-TZVPD", "homo_lumo_gap_ev": 6.72, "lumo_energy_ev": -1.615, "smiles": "CCCCOc1c(OB(O)O)c(C[C@@H]2CO2)c2nc(I)cnc2c1C.COC(=O)OC", "energy_ha": -1772.99406, "homo_energy_ev": -8.34, "symbols": ["C", "C", "C", "C", "O", "C", "C", "O", "B", "O", "O", "C", "C", "C", "C", "O", "C", "N", "C", "I", "C", "N", "C", "C", "C", "H", "H", "H", "H", "H", "H", "H", "H", "H", "H", "H", "H", "H", "H", "H", "H", "H", "H", "H", "H", "C", "O", "C", "O", "O", "C", "H", "H", "H", "H", "H", "H"], "positions_angstrom": [[6.452, -0.002, -0.989], [6.201, 1.592, -1.298], [4.767, 2.102, -0.606], [3.464, 1.861, -1.576], [2.208, 2.473, -1.069], [1.142, 1.458, -1.002], [1.337, 0.229, 0.068], [2.520, 0.136, 0.984], [2.231, 1.113, 2.092], [0.872, 1.212, 2.734], [3.264, 2.080, 2.592], [0.199, -0.954, 0.150], [0.451, -2.181, 1.202], [1.250, -3.512, 0.325], [1.795, -3.085, -1.267], [0.495, -4.039, -0.939], [-1.201, -0.978, -0.765], [-2.132, -2.131, -0.512], [-3.305, -1.966, -1.437], [-4.892, -3.525, -1.286], [-3.558, -0.796, -2.537], [-2.588, 0.338, -2.715], [-1.385, 0.248, -1.820], [-0.214, 1.423, -1.941], [-0.485, 2.594, -3.085], [7.602, -0.307, -1.059], [6.130, -0.270, 0.120], [5.890, -0.719, -1.733], [6.296, 1.899, -2.424], [7.043, 2.183, -0.700], [4.710, 1.516, 0.428], [4.926, 3.270, -0.422], [3.312, 0.721, -1.894], [3.702, 2.425, -2.598], [0.379, 1.880, 2.155], [3.208, 2.924, 2.030], [1.159, -1.926, 2.105], [-0.564, -2.653, 1.560], [1.966, -4.297, 0.992], [1.097, -2.490, -1.988], [2.330, -3.888, -1.930], [-4.517, -0.836, -3.208], [-1.104, 2.140, -3.998], [0.562, 2.990, -3.433], [-1.116, 3.435, -2.565], [-4.935, -0.601, 0.707], [-5.140, 0.213, 1.860], [-5.996, -0.315, 2.771], [-6.573, -1.386, 2.675], [-6.097, 0.556, 3.807], [-6.972, 0.128, 4.849], [-4.234, -0.082, 0.047], [-4.495, -1.563, 0.987], [-5.875, -0.746, 0.165], [-6.613, -0.805, 5.295], [-7.993, 0.012, 4.473], [-6.976, 0.900, 5.624]]}



{"formula": "C5H28NO10", "method": "ωB97M-V/def2-TZVPD", "homo_lumo_gap_ev": 8.11, "total_charge": -1, "de_lowest_ev": 0.939, "lumo_energy_ev": 2.972, "energy_ha": -1014.50637, "homo_energy_ev": -5.14, "symbols": ["C", "O", "C", "C", "C", "C", "N", "H", "H", "H", "H", "H", "H", "H", "H", "H", "H", "H", "H", "O", "H", "H", "O", "H", "H", "O", "H", "H", "O", "H", "H", "O", "H", "H", "O", "H", "H", "O", "H", "H", "O", "H", "H", "O"], "positions_angstrom": [[-1.551, -0.456, 0.710], [-2.138, 0.662, 1.363], [-2.195, -0.752, -0.626], [-1.412, -1.657, -1.567], [-0.171, -1.156, -2.306], [0.257, -1.976, -3.277], [0.521, -0.036, -1.902], [-1.714, -1.289, 1.395], [-0.472, -0.213, 0.667], [-2.318, 0.211, -1.145], [-3.144, -1.257, -0.420], [-1.187, -2.671, -1.203], [-2.182, -1.820, -2.353], [1.173, -1.820, -3.854], [-0.125, -2.990, -3.413], [-0.038, 0.678, -1.454], [1.051, 0.459, -2.605], [1.168, -1.587, 2.122], [0.037, -2.524, 1.933], [0.795, -2.185, 1.454], [1.932, -3.522, 0.255], [1.096, -4.031, -1.031], [1.688, -4.266, -0.304], [2.648, 0.584, 1.667], [3.229, 1.396, 2.856], [3.074, 0.488, 2.554], [1.578, 0.150, 3.469], [0.198, 0.600, 3.573], [0.736, -0.158, 3.868], [0.994, 3.535, -0.868], [-0.191, 2.622, -0.129], [0.838, 2.685, -0.441], [-0.502, 2.672, -1.801], [-1.443, 2.955, -3.008], [-0.553, 2.635, -2.787], [0.034, 2.745, 2.170], [-1.175, 1.694, 2.353], [-0.379, 2.117, 2.760], [-2.097, 1.476, 0.695], [-1.999, 3.517, 0.226], [-1.561, 2.671, 0.046], [1.502, -0.687, 0.287], [1.702, 0.630, -0.038], [2.296, -0.133, 0.109]]}



{"formula": "C16H14F3N2O4S", "method": "ωB97M-V/def2-TZVPD", "homo_lumo_gap_ev": 7.27, "total_charge": -1, "de_lowest_ev": 0.080, "lumo_energy_ev": 2.571, "energy_ha": -1726.41451, "homo_energy_ev": -4.70, "symbols": ["F", "C", "F", "F", "S", "N", "C", "O", "C", "C", "C", "O", "H", "H", "H", "H", "C", "C", "O", "C", "C", "C", "C", "C", "C", "C", "N", "C", "C", "O", "H", "H", "H", "H", "H", "H", "H", "H", "H", "H"], "positions_angstrom": [[3.340, 0.521, 2.346], [2.012, 0.292, 2.087], [1.634, -0.771, 2.845], [1.315, 1.377, 2.514], [1.821, -0.013, 0.174], [-1.474, 0.119, 2.200], [-2.324, 1.074, 2.666], [-2.133, 2.275, 2.820], [-3.628, 0.354, 3.004], [-3.382, -1.103, 2.675], [-2.051, -1.106, 1.934], [-1.674, -2.068, 1.285], [-3.856, 0.450, 4.061], [-4.439, 0.778, 2.427], [-3.255, -1.644, 3.611], [-4.141, -1.603, 2.093], [5.455, -0.962, -1.453], [4.153, -0.441, -2.021], [3.922, 0.838, -1.362], [2.682, 1.368, -1.680], [1.959, 1.670, -0.327], [0.731, 2.611, -0.334], [-0.372, 2.471, -1.185], [-1.277, 3.552, -1.343], [-1.169, 4.729, -0.587], [-2.102, 5.851, -0.732], [-2.835, 6.760, -0.830], [-0.143, 4.790, 0.367], [0.703, 3.693, 0.556], [2.290, 1.525, -2.814], [5.750, -1.913, -1.909], [6.260, -0.243, -1.636], [5.393, -1.122, -0.369], [4.212, -0.205, -3.093], [3.310, -1.130, -1.818], [2.741, 2.163, 0.280], [-0.575, 1.531, -1.688], [-2.077, 3.495, -2.092], [-0.037, 5.705, 0.964], [1.329, 3.641, 1.451]]}



What did the second record say?
{"formula": "C14H34B3NO9P", "method": "ωB97M-V/def2-TZVPD", "homo_lumo_gap_ev": 9.32, "total_charge": 1, "lumo_energy_ev": -2.444, "energy_ha": -1701.77328, "homo_energy_ev": -11.76, "symbols": ["C", "B", "O", "B", "C", "C", "C", "C", "O", "C", "O", "O", "B", "P", "O", "O", "O", "O", "H", "H", "H", "H", "H", "H", "H", "H", "H", "H", "H", "H", "H", "H", "C", "C", "N", "C", "C", "C", "C", "C", "O", "C", "H", "H", "H", "H", "H", "H", "H", "H", "H", "H", "H", "H", "H", "H", "H", "H", "H", "H", "H", "H"], "positions_angstrom": [[5.763, 1.898, 0.291], [5.094, 2.937, -0.652], [4.926, 2.648, -2.002], [3.862, 3.299, -2.605], [2.768, 2.513, -3.384], [1.800, 1.781, -2.447], [0.914, 2.734, -1.643], [-0.255, 2.001, -1.023], [-1.005, 2.944, -0.226], [-2.074, 2.335, 0.312], [-3.209, 2.636, 0.087], [3.774, 4.678, -2.348], [3.784, 4.884, -0.982], [2.449, 6.084, -0.222], [1.837, 5.545, 0.997], [1.358, 6.263, -1.379], [3.104, 7.538, -0.027], [4.637, 4.171, -0.185], [5.366, 1.936, 1.303], [6.845, 2.037, 0.315], [5.575, 0.902, -0.112], [2.235, 3.155, -4.084], [3.290, 1.759, -3.981], [1.155, 1.138, -3.052], [2.355, 1.121, -1.776], [1.459, 3.191, -0.812], [0.538, 3.524, -2.294], [-0.907, 1.555, -1.775], [0.133, 1.245, -0.329], [-1.801, 1.498, 0.975], [1.741, 6.545, -2.219], [3.907, 7.646, -0.552], [-3.881, -1.701, 0.523], [-3.544, -2.752, 1.562], [-3.163, -4.116, 1.021], [-4.382, -4.701, 0.367], [-2.853, -5.050, 2.174], [-1.623, -4.767, 3.018], [-2.096, -4.093, -0.048], [-0.745, -3.459, 0.235], [-0.858, -2.083, 0.490], [-0.107, -1.565, 1.581], [-4.753, -1.965, -0.074], [-4.125, -0.779, 1.050], [-3.047, -1.482, -0.137], [-4.414, -2.935, 2.194], [-2.735, -2.423, 2.206], [-5.183, -4.743, 1.099], [-4.142, -5.702, 0.018], [-4.672, -4.081, -0.474], [-2.786, -6.047, 1.741], [-3.745, -5.016, 2.798], [-0.713, -5.137, 2.556], [-1.734, -5.317, 3.952], [-1.499, -3.718, 3.275], [-2.551, -3.579, -0.893], [-1.940, -5.135, -0.331], [-0.176, -3.608, -0.691], [-0.186, -3.969, 1.017], [0.765, -2.174, 1.824], [-0.744, -1.479, 2.468], [0.216, -0.562, 1.312]]}